Formula: C54H53Cl2N2O3Sb2TeY
Source: OMol25
Level of theory: wB97M-V/def2-TZVPD

Geometry as XYZ:
```
118
Properties=species:S:1:pos:R:3:forces:R:3:lowdin_charge:R:1
Y -0.2470 1.4686 -1.0307 -0.29 -0.52 -1.94 1.0967
C 5.8079 3.4249 -2.9725 1.72 1.27 -1.13 -0.3966
Sb 3.9209 2.5407 -3.7030 1.87 -1.58 0.60 1.4273
C 3.1450 4.5570 -3.8696 0.09 -0.67 0.22 -0.2932
C 3.0428 1.7743 -5.5951 -0.86 1.52 -1.78 -0.3843
C 2.2269 0.5836 -5.3277 -0.50 -0.52 -0.72 -0.3235
C 0.8186 0.6741 -5.3957 -0.01 -1.59 -0.07 -0.0747
C 0.0145 -0.4474 -5.5653 -0.71 -1.06 0.09 -0.0880
C 0.5767 -1.7812 -5.5953 0.43 2.62 0.36 -0.0860
C 1.9496 -1.8598 -5.4005 -1.44 0.61 0.25 -0.0798
C 2.7560 -0.7086 -5.2224 -0.06 -0.42 -0.39 -0.3072
C 4.1960 -0.9631 -5.1931 2.88 -1.55 -0.13 -0.3298
Sb 5.1176 -2.1075 -3.3871 0.17 1.97 -0.16 1.3281
C 6.1756 -3.8330 -4.1583 -1.80 0.38 0.47 -0.3575
C 3.4880 -3.0011 -2.3103 -1.07 0.30 -2.51 -0.3428
H 6.3602 2.7333 -2.3493 -0.09 -0.49 0.06 -0.0515
H 5.5922 4.2979 -2.3620 0.21 0.47 -0.05 -0.0403
H 6.4929 3.6717 -3.8452 -0.59 0.11 0.94 -0.0138
H 3.3902 4.8915 -4.8787 0.18 0.19 0.11 -0.0035
H 3.6083 5.1663 -3.0735 -0.46 -0.21 -0.54 0.0049
H 2.0705 4.4600 -3.7987 -0.30 0.35 0.22 -0.0146
H 3.8704 1.6141 -6.3089 -0.32 -0.05 0.37 0.0480
H 2.4258 2.6399 -5.9469 0.23 -0.87 -0.13 0.0442
H 0.3849 1.6375 -5.3540 -0.51 0.93 -0.18 0.0879
H -1.1047 -0.3576 -5.6820 1.38 0.11 0.24 0.1062
H -0.0598 -2.6398 -5.6947 -0.06 -0.24 -0.11 0.0801
H 2.3580 -2.8500 -5.3734 0.64 -0.30 0.07 0.0933
H 4.9390 -0.1222 -5.2498 -1.17 -0.54 0.13 0.0250
H 4.4877 -1.6928 -5.9973 -0.27 0.65 0.36 0.0458
H 5.9168 -3.7980 -5.1923 0.46 -0.45 -0.95 -0.0332
H 5.6302 -4.6284 -3.6730 0.04 -0.59 -0.04 -0.0217
H 7.2024 -3.8558 -3.8793 0.71 0.18 -0.15 -0.0284
H 4.1036 -3.1095 -1.4657 -0.03 -0.71 1.68 -0.0635
H 3.0785 -3.9662 -2.7779 0.41 1.59 0.99 0.0351
H 2.7840 -2.1182 -2.2149 0.40 -1.39 0.10 0.0159
C -6.3338 3.9040 0.9481 -0.78 -0.68 0.52 -0.0785
C -5.3550 2.8928 0.3251 -1.12 3.21 -1.38 -0.2522
C -5.4396 2.8394 -1.1300 -0.35 -1.08 3.57 0.0205
C -4.7580 1.8294 -1.7251 2.31 -0.23 0.06 -0.0699
C -5.3600 0.8455 -2.6465 1.56 0.90 -1.15 -0.3031
O -4.7398 -0.1282 -3.0369 -0.73 0.24 0.23 0.1192
C -6.8044 0.9494 -3.1231 -0.69 -0.59 -0.49 -0.1529
C -7.2207 1.3834 -4.3991 2.68 1.31 -0.22 -0.0425
C -8.2656 0.8684 -5.1079 -0.15 0.06 1.07 -0.1108
C -9.1232 -0.0091 -4.4928 -0.23 -0.63 0.55 -0.1092
C -8.9610 -0.1811 -3.1252 0.41 -0.77 1.29 -0.0820
C -7.7588 0.2175 -2.4534 -2.20 -0.11 0.92 -0.0335
C -3.4327 1.5934 -1.0394 1.27 -4.21 -1.89 -0.2193
O -2.3879 1.0565 -1.6885 -2.18 2.04 0.92 -0.1841
C -3.4462 1.5010 0.3767 1.36 1.03 0.57 -0.1104
C -4.4092 2.2503 1.0595 -0.68 -0.56 -0.05 -0.0162
C -2.4275 0.7960 1.1946 0.72 1.96 0.34 -0.2153
N -1.2320 0.4495 0.8585 -0.81 -0.76 -2.39 -0.0243
C -0.5670 -0.7940 1.2587 0.90 1.05 0.59 -0.1584
C 0.6571 -0.9967 0.2978 -1.45 -0.80 -0.86 -0.2822
Te 2.4360 -7.0589 5.4467 -0.21 -0.35 0.39 0.1994
C 0.3089 -7.2327 5.5484 0.02 0.71 -0.16 -0.7773
C -0.4085 -6.1929 4.9678 -0.16 2.20 -0.95 -0.2250
C -1.7895 -6.2441 4.7736 1.11 0.81 0.26 -0.1339
C -2.4724 -7.3299 5.2454 -2.16 0.29 -0.65 -0.1802
C -1.8389 -8.4066 5.7840 1.14 -0.43 1.16 -0.1329
C -0.4645 -8.2919 6.0226 0.97 -1.28 -0.48 -0.1772
C -2.7215 0.6905 2.6222 -0.56 -1.84 0.48 -0.1808
C -1.7559 0.9003 3.6290 -0.16 1.03 -1.66 -0.0330
C -1.9352 0.3728 4.8749 0.87 0.27 1.29 -0.0900
C -3.0703 -0.3695 5.1218 -1.31 0.17 -0.45 -0.0699
C -4.1133 -0.4409 4.1569 -0.56 -1.17 2.44 -0.0748
C -3.9193 0.0229 2.9038 1.07 0.34 -0.40 -0.0614
H -6.7468 3.4517 1.8944 0.46 0.64 -0.66 0.0776
H -7.2509 4.0335 0.2858 1.26 0.12 0.71 0.0785
H -5.8535 4.8852 1.1884 -0.51 -0.72 -0.26 0.0794
H -6.2118 3.4308 -1.5398 -1.02 0.06 -0.76 0.0995
H -6.5871 2.1445 -4.8882 -0.18 -0.59 0.10 0.1235
H -8.4917 1.1906 -6.0780 0.08 0.41 -1.36 0.0871
H -9.8217 -0.5593 -5.1229 -0.36 0.28 0.58 0.1025
H -9.7104 -0.7102 -2.4987 0.57 0.20 -0.72 0.1030
H -7.7222 0.0473 -1.3413 0.35 -0.15 -1.35 0.1337
H -4.4627 2.2323 2.1519 0.05 0.32 -0.54 0.1261
H -1.1715 -1.6975 1.2585 -0.71 0.34 -0.13 0.1220
H -0.1856 -0.6528 2.2797 0.07 -0.46 -0.12 0.1013
H 1.4502 -0.7089 0.9998 0.94 -0.26 -1.19 0.0911
H 0.5823 -2.0184 -0.0728 0.96 -0.67 1.35 0.1056
H 0.1015 -5.2261 4.6551 -0.41 -1.54 0.27 0.0859
H -2.3159 -5.4153 4.2919 0.17 -0.21 0.25 0.0927
H -3.5583 -7.2678 5.1975 0.00 -0.44 -0.19 0.0858
H -2.3901 -9.3001 6.0769 0.13 0.22 0.10 0.0881
H 0.1440 -9.1056 6.4341 -0.62 -0.02 0.05 0.0745
H -0.8818 1.5251 3.4132 -0.26 -0.39 -0.11 0.1302
H -1.1581 0.5964 5.6642 -1.03 -0.61 -0.92 0.1258
H -3.1742 -0.8684 6.0629 -0.26 -0.09 0.44 0.0919
H -5.1029 -0.8929 4.4121 1.14 0.06 -0.08 0.1155
H -4.5785 -0.2274 2.0877 -0.31 0.23 0.05 0.1274
Cl -0.4953 3.6176 0.0866 -0.08 1.43 0.85 -0.1494
Cl 5.0664 4.7772 4.9079 0.65 0.03 0.59 0.6810
C 4.0468 4.0132 6.0644 -2.88 -0.12 -0.37 -0.6599
C 4.3074 3.3613 7.2538 2.31 0.49 -0.13 -0.1019
C 3.3721 2.5390 7.8863 -0.06 1.14 -0.51 -0.0646
C 2.0721 2.5415 7.3841 0.55 -0.40 0.62 -0.1437
N 1.7727 3.3436 6.3657 -1.57 -0.93 0.21 0.0435
C 2.6698 4.0209 5.7068 1.21 -0.51 -0.08 -0.1890
H 5.3353 3.5091 7.6574 -0.83 -0.58 -0.18 0.1187
H 3.7324 2.0529 8.7669 -0.32 -0.56 0.38 0.0930
H 1.2820 1.8667 7.8018 0.68 0.89 -0.44 0.1174
H 2.2985 4.4628 4.7960 0.24 0.53 -0.12 0.1046
O 0.5666 -0.3862 -0.9954 0.61 0.00 1.90 -0.4266
C 2.2541 1.9247 -1.9633 1.04 -0.42 1.78 -0.2169
C 3.3665 1.6197 -1.4436 -2.20 -0.23 1.13 -0.3184
C 4.2996 1.0564 -0.4354 0.76 -0.17 0.72 -0.1914
C 5.5929 0.4806 -0.5769 -1.96 -0.69 -0.52 -0.0788
C 6.1937 -0.1652 0.5166 2.19 1.48 -0.90 -0.1184
C 5.6496 -0.1023 1.7641 -0.28 0.12 0.24 -0.1136
C 4.3622 0.4427 1.9417 0.73 -0.95 1.24 -0.0896
C 3.7384 1.0367 0.8953 -0.08 0.20 -2.45 -0.0577
H 5.9822 0.2495 -1.5610 0.15 0.62 -0.06 0.0327
H 7.2976 -0.4259 0.4008 -1.72 -0.20 0.09 0.1224
H 6.2834 -0.4252 2.5749 -0.40 -0.30 0.40 0.0935
H 3.8885 0.2684 2.9189 0.06 0.58 -0.48 0.1099
H 2.7516 1.4520 0.8691 -0.47 0.12 0.82 0.0917
```
Forces are in eV/Å.

Net charge: -2
E_HOMO, Eh: -0.033
Electronic energy, a.u.: -4131.70715
Frontier orbital gap, eV: 3.6617
Molar mass, u: 1308.96
Relative energy (zero: lowest compared OMol25 entry of this formula, charge and spin), kJ/mol: 0.0